{"formula": "C18H52N6O8", "method": "ωB97M-V with the def2-TZVPD basis set", "multiplicity": 2, "total_energy_ha": -1647.4509, "total_charge": -1, "s2": 0.750, "symbols": ["C", "C", "C", "O", "H", "H", "H", "H", "H", "H", "H", "H", "C", "C", "C", "O", "H", "H", "H", "H", "H", "H", "H", "H", "C", "C", "C", "O", "H", "H", "H", "H", "H", "H", "H", "H", "C", "C", "C", "O", "H", "H", "H", "H", "H", "H", "H", "H", "C", "C", "C", "O", "H", "H", "H", "H", "H", "H", "H", "H", "C", "O", "N", "N", "H", "H", "H", "H", "C", "O", "N", "N", "H", "H", "H", "H", "C", "O", "N", "N", "H", "H", "H", "H"], "coordinates": [[1.1560, 2.6816, -4.6332], [0.8394, 1.4796, -5.4963], [1.2143, 0.2083, -4.7022], [-0.5362, 1.3924, -5.8221], [0.8253, 3.4869, -5.2891], [2.2001, 2.7988, -4.3432], [0.6529, 2.7454, -3.6683], [1.3429, 1.5833, -6.4575], [0.6684, 0.0832, -3.7671], [2.3004, 0.1622, -4.6230], [1.0412, -0.6554, -5.3442], [-0.6564, 2.0333, -6.5266], [3.3872, -0.5266, 1.6477], [4.7593, -0.6131, 2.3394], [4.4876, -0.2468, 3.7976], [5.3049, -1.9006, 2.1274], [3.0822, 0.5121, 1.5207], [2.5110, -1.0301, 2.0562], [3.6447, -0.9662, 0.6841], [5.4721, -0.0044, 1.7831], [3.8443, 0.6023, 4.0286], [5.5073, -0.0107, 4.1018], [4.0208, -1.1303, 4.2330], [6.2644, -1.8711, 2.1362], [-0.8419, -1.4326, -1.5546], [-0.3187, -2.0456, -0.2086], [1.1728, -2.4910, -0.3096], [-0.5126, -1.1098, 0.7675], [-0.3839, -0.4470, -1.6386], [-1.8958, -1.2142, -1.3823], [-0.5794, -1.9048, -2.5013], [-0.8560, -2.9701, 0.0029], [1.6121, -1.6362, -0.8238], [1.2063, -3.3594, -0.9675], [1.7120, -2.7148, 0.6108], [-0.4135, -0.2306, 0.3951], [-1.8656, 1.8354, -1.6737], [-1.1103, 2.6522, -0.6721], [-1.8953, 3.1306, 0.5537], [-0.1265, 1.7921, -0.2202], [-2.3537, 0.9331, -1.3053], [-1.3111, 1.3864, -2.4978], [-2.6861, 2.4233, -2.0852], [-0.6110, 3.5196, -1.1038], [-2.7739, 3.6380, 0.1552], [-1.3586, 3.9092, 1.0959], [-2.2242, 2.3133, 1.1955], [0.4265, 2.2017, 0.4491], [-4.7840, -0.8853, -0.2184], [-5.0286, -1.9870, 0.7821], [-5.5634, -1.3286, 2.1446], [-6.0495, -2.8346, 0.2682], [-3.9846, -0.2247, 0.1174], [-5.6791, -0.2655, -0.2704], [-4.4476, -1.1893, -1.2096], [-4.0828, -2.4767, 1.0139], [-4.7685, -0.7976, 2.6683], [-6.0605, -1.9233, 2.9110], [-6.3808, -0.6239, 1.9921], [-6.8943, -2.3787, 0.2696], [-0.5976, -3.1634, 3.6165], [-0.6238, -3.5070, 4.7898], [0.4361, -3.2661, 2.8898], [-1.5830, -2.7547, 2.8877], [0.5083, -2.8612, 1.9674], [1.1736, -3.8527, 3.2532], [-1.3588, -2.3846, 1.9751], [-2.4691, -2.4809, 3.2875], [-0.3271, 1.5937, 3.6560], [-0.1772, 2.5329, 4.3826], [-1.3346, 0.7220, 3.7578], [0.5174, 1.2798, 2.7315], [-1.2672, -0.1594, 3.2692], [-2.0576, 0.8576, 4.4499], [1.2178, 1.9732, 2.5109], [0.4573, 0.4697, 2.1314], [3.1015, 2.0942, -2.0128], [2.7440, 3.1728, -1.6308], [2.4168, 1.0044, -1.8412], [4.1884, 1.8803, -2.7142], [2.8729, 0.1844, -2.2152], [1.4529, 0.9957, -1.5400], [4.6913, 2.6541, -3.1246], [4.3957, 0.9374, -3.0110]], "forces_ev_per_a": [[-0.279, 0.737, -0.497], [0.478, -1.249, 1.907], [0.242, -0.185, -2.120], [-0.529, 0.193, -0.011], [0.216, 0.843, 0.502], [0.159, -0.115, -0.603], [-0.516, -0.301, -0.201], [0.696, -0.340, 0.166], [0.237, 0.275, -0.105], [0.076, 0.250, 0.760], [-0.500, -0.232, 0.066], [-0.433, 0.077, -0.055], [1.097, -0.243, -1.427], [-2.174, 0.627, -0.434], [1.731, -0.337, -0.338], [-0.467, -1.002, 0.666], [0.271, 0.128, -0.170], [0.461, -0.411, 0.565], [-0.827, 0.188, -0.496], [-0.418, 1.045, 0.406], [0.033, 0.095, -0.642], [-0.147, -0.227, 1.412], [0.443, -0.004, 0.404], [-0.003, 0.170, 0.051], [0.619, 0.175, 1.166], [1.325, -1.774, -2.704], [-1.081, 0.819, -1.022], [-0.515, 0.904, 1.957], [0.225, 0.107, 0.087], [-0.187, -0.377, -0.549], [-0.372, -0.542, 0.300], [-0.662, 0.152, 0.358], [0.836, -0.233, 0.096], [0.218, 0.030, -0.031], [-0.182, 0.167, -0.070], [-0.017, 0.650, -0.301], [-1.498, -0.122, -0.837], [-0.164, 0.207, 0.844], [-0.813, 0.538, -1.156], [1.817, -1.931, 0.513], [-0.032, 0.198, 0.930], [0.561, 0.767, -0.119], [0.054, 0.127, -0.275], [-0.214, 0.133, -0.510], [-0.356, 0.062, 0.205], [0.244, -0.320, 0.220], [0.184, -0.009, 0.024], [0.100, 0.268, -0.035], [0.621, 0.885, 0.178], [-1.786, 1.532, 1.542], [0.279, 0.033, -0.375], [0.762, -1.117, 0.032], [0.076, 0.144, 0.305], [-0.070, 0.003, -0.346], [-0.399, -0.459, 0.021], [-0.410, -0.833, -0.258], [0.112, 0.170, -0.145], [0.551, -1.121, -0.304], [0.204, 0.489, -0.746], [0.127, 0.278, 0.102], [-1.091, -1.159, 3.777], [-0.546, -0.061, 0.779], [6.175, -0.991, -2.672], [-4.901, 2.123, -1.849], [0.151, -0.342, 0.400], [0.157, 0.460, -0.241], [-0.489, 0.101, 0.244], [0.285, -0.136, 0.104], [-1.343, -0.364, 1.687], [-0.105, 2.309, 1.354], [-1.998, -1.355, 0.147], [3.436, -0.502, -3.571], [-0.295, 0.081, 0.194], [0.446, -0.094, -0.100], [0.102, -0.322, 0.240], [-0.070, 0.146, 0.239], [-0.322, 0.996, -0.086], [-0.877, 2.995, 0.999], [-1.765, -3.261, 0.852], [3.026, 0.138, -1.637], [-0.645, -0.687, 0.088], [0.326, 0.204, 0.148], [-0.037, -0.213, 0.319], [0.378, -0.052, -0.319]], "mulliken_charge": [-0.76, 0.16, -0.70, -0.44, 0.47, 0.17, -0.08, 0.53, -0.81, 0.34, 0.61, 0.29, -0.48, -0.26, -1.27, -0.38, 0.31, -0.06, 0.27, 0.49, 0.31, 0.41, 0.28, 0.26, -0.22, 0.49, -1.75, 0.68, -0.64, -0.18, 0.47, 0.49, 0.11, 0.50, 0.27, -0.51, -0.76, 0.76, -1.63, 0.00, -0.32, 0.07, 0.56, 0.34, 0.48, 0.43, 0.17, -0.07, -0.73, 0.45, -1.33, -0.55, -0.13, 0.48, 0.32, 0.07, 0.28, 0.37, 0.42, 0.35, 0.49, -0.75, -0.22, -0.32, 0.07, 0.19, 0.15, 0.10, 0.46, -0.73, -0.22, 0.11, 0.12, 0.18, 0.16, -0.17, -1.39, -0.37, 2.66, -0.92, -0.44, -0.84, 0.45, 0.85]}